The following is a DFT calculation (ωB97M-V/def2-TZVPD) of a single C4H4F3N molecule in a non-equilibrium geometry.

CARTESIAN COORDINATES (ANGSTROEM)
C 0.738 -0.455 -1.110
C -0.248 -0.127 -0.085
C -0.107 1.212 0.629
F 0.055 2.241 -0.228
F -1.119 1.476 1.458
F 1.077 1.117 1.293
C -0.894 -1.202 0.839
N -1.651 -0.629 -0.018
H 1.835 -0.604 -0.878
H 0.669 0.277 -1.905
H 0.492 -1.390 -1.676
H -0.847 -1.915 1.680

Results
Kohn-Sham gap: 10.87 eV
SMILES string: C[C@]1(C(F)(F)F)C=N1
charge: 0

---

The following is a DFT calculation (ωB97M-V/def2-TZVPD) of 2 unconnected molecules or ions with the total composition C3H5IS in a non-equilibrium geometry.

CARTESIAN COORDINATES (ANGSTROEM)
C -0.307 -1.469 -0.438
C 0.350 -0.331 -0.131
C 0.113 0.620 0.996
S 1.608 1.574 1.203
I -0.591 -0.299 2.893
H 0.053 -1.961 -1.304
H -1.105 -1.929 0.145
H 1.262 -0.141 -0.752
H -1.219 1.416 0.770
H 1.556 2.606 2.270

Results
expectation value of S²: 2.028
Kohn-Sham gap (alpha / beta): 4.97 / 5.43 eV
spin multiplicity: 3
charge: 0

---

The following is a DFT calculation (ωB97M-V/def2-TZVPD) of a single C3H5ClO2 molecule in a non-equilibrium geometry.

CARTESIAN COORDINATES (ANGSTROEM)
C 0.729 -1.362 -0.185
C -0.320 -0.264 -0.179
Cl -1.160 -0.109 -1.916
C -0.037 1.013 0.452
O 1.042 1.364 0.810
O -1.070 1.860 0.483
H 0.380 -2.185 -0.789
H 1.461 -0.764 -0.693
H 0.994 -1.609 0.799
H -1.322 -0.563 0.257
H -0.697 2.618 0.961

Results
Kohn-Sham gap: 10.97 eV
SMILES string: C[C@H](Cl)C(=O)O
charge: 0

---

The following is a DFT calculation (ωB97M-V/def2-TZVPD) of a single C12H10O2 molecule in a non-equilibrium geometry.

CARTESIAN COORDINATES (ANGSTROEM)
O 3.320 -3.117 1.255
C 2.415 -2.106 0.918
C 1.172 -1.999 1.627
C 0.430 -0.874 1.420
C 0.826 0.120 0.594
O 0.122 1.288 0.507
C -1.063 1.432 -0.333
C -1.622 0.217 -0.950
C -2.771 0.246 -1.728
C -3.493 1.440 -1.598
C -3.006 2.639 -0.948
C -1.672 2.630 -0.469
C 2.023 -0.094 -0.225
C 2.696 -1.245 -0.130
H 3.959 -3.424 0.453
H 0.871 -2.746 2.441
H -0.621 -0.757 1.873
H -0.867 -0.627 -0.820
H -3.355 -0.538 -2.271
H -4.515 1.558 -1.945
H -3.351 3.654 -1.023
H -1.136 3.616 -0.190
H 2.221 0.713 -0.919
H 3.653 -1.252 -0.753

Results
Kohn-Sham gap: 9.04 eV
SMILES string: Oc1ccc(Oc2ccccc2)cc1
charge: 0

---

The following is a DFT calculation (ωB97M-V/def2-TZVPD) of 2 unconnected molecules or ions with the total composition C4H8OS2 in a non-equilibrium geometry.

CARTESIAN COORDINATES (ANGSTROEM)
C -1.538 0.069 -1.103
C 0.835 0.518 1.815
C -0.894 1.210 -0.797
C 0.921 0.054 0.359
O -1.955 -0.914 -0.429
S 0.717 -1.714 0.174
S 2.278 0.711 -0.545
H -1.654 -0.048 -2.183
H 1.466 -0.204 2.395
H -0.244 0.316 2.236
H 1.160 1.492 1.872
H -0.661 1.939 -1.451
H -1.014 1.642 0.292
H -0.704 -1.785 0.103
H 2.252 -0.010 -1.538

Results
Kohn-Sham gap (alpha / beta): 7.34 / 7.34 eV
charge: 0

---

The following is a DFT calculation (ωB97M-V/def2-TZVPD) of 2 unconnected molecules or ions with the total composition C3H11N3O in a non-equilibrium geometry.

CARTESIAN COORDINATES (ANGSTROEM)
C -0.128 -0.466 -0.460
C 0.512 -0.652 -1.781
C -0.337 0.951 1.456
N 0.080 0.661 0.203
N 0.223 -2.029 -2.341
N 0.454 2.012 2.043
O -0.704 -0.035 2.304
H -0.676 -1.283 0.050
H -0.058 0.059 -2.548
H 1.547 -0.557 -1.812
H -1.939 2.028 1.164
H 0.818 -2.694 -1.716
H 0.761 -2.172 -3.284
H -0.751 -2.399 -2.463
H 1.149 1.448 2.635
H -0.104 2.668 2.651
H 0.687 2.376 1.096
H -1.533 0.083 2.802

Results
Kohn-Sham gap (alpha / beta): 8.20 / 8.66 eV
charge: +2

---

The following is a DFT calculation (ωB97M-V/def2-TZVPD) of 2 unconnected molecules or ions with the total composition C10H16O in a non-equilibrium geometry.

CARTESIAN COORDINATES (ANGSTROEM)
C 1.632 3.560 -1.250
C 0.837 2.307 -1.381
C 1.486 1.160 -0.900
C 0.907 -0.098 -0.952
C -0.365 -0.222 -1.550
O -0.772 -1.533 -1.386
C -0.962 0.886 -2.116
C -0.394 2.161 -2.001
H 1.318 4.202 -2.109
H 2.699 3.427 -1.255
H 1.372 4.190 -0.395
H 2.335 1.196 -0.250
H 1.268 -0.859 -0.302
H -1.663 -1.778 -1.657
H -1.952 0.806 -2.573
H -0.901 3.065 -2.309
C -1.568 -2.966 2.042
C -0.431 -2.126 1.431
C 0.218 -1.147 2.403
H -2.015 -2.456 2.913
H -1.345 -3.928 2.504
H -2.430 -3.077 1.400
H 0.340 -2.709 0.959
H -0.857 -1.459 0.713
H -0.355 -0.948 3.306
H 1.202 -1.490 2.734
H 0.397 -0.165 1.980

Results
Kohn-Sham gap: 9.19 eV
SMILES string: Cc1ccc(O)cc1.CCC
charge: 0

---

The following is a DFT calculation (ωB97M-V/def2-TZVPD) of a molecular structure, C5H10O2.

CARTESIAN COORDINATES (ANGSTROEM)
C -2.260 -0.409 0.658
C -2.093 0.571 -0.474
O -1.943 1.761 -0.319
C 0.627 -0.309 -0.553
C 1.968 0.407 -0.629
C 2.169 -0.168 0.782
O 0.897 -0.838 0.753
H -3.295 -0.320 1.000
H -2.078 -1.442 0.345
H -1.592 -0.161 1.486
H -2.101 0.132 -1.498
H -0.161 0.429 -0.522
H 0.392 -1.099 -1.279
H 2.654 0.064 -1.401
H 1.850 1.492 -0.681
H 2.214 0.573 1.587
H 2.994 -0.882 0.883

Results
Kohn-Sham gap: 10.70 eV
charge: 0

---

no.,M (g/mol),electronic energy (a.u.)
1,123.08,-509.10266
2,200.04,-812.92561
3,108.52,-727.97633
4,186.21,-613.66011
5,136.24,-1028.67281
6,105.14,-359.61555
7,152.24,-465.83225
8,102.13,-346.91333